{
  "formula": "C4H5NO2S",
  "method": "ωB97M-V with the def2-TZVPD basis set",
  "homo_lumo_gap_ev": 9.1,
  "e_homo_ev": -8.609,
  "total_energy_ha": -758.70699,
  "e_above_lowest_ev": 4.711,
  "e_lumo_ev": 0.53,
  "charge": 0,
  "smiles": "O[C@@H]1C[C@]12ON=CS2",
  "max_force_ev_per_a": 4.214,
  "symbols": ["C", "C", "C", "C", "H", "H", "H", "H", "H", "N", "O", "O", "S"],
  "xyz": [[-0.305, 1.460, 0.791], [-0.915, 0.322, 1.640], [-0.270, -0.018, 0.374], [0.462, -0.942, -1.639], [1.610, 1.409, 1.111], [-0.939, 1.980, 0.068], [-0.376, 0.220, 2.655], [-1.975, 0.136, 1.705], [0.725, -0.992, -2.753], [1.418, -1.039, -0.748], [0.876, 2.114, 1.109], [0.959, -0.703, 0.468], [-1.093, -0.732, -1.073]]
}

{
  "formula": "C4H5NO2S2",
  "method": "ωB97M-V with the def2-TZVPD basis set",
  "homo_lumo_gap_ev": [6.2, 8.6],
  "e_homo_ev": [-5.687, -9.605],
  "spin_multiplicity": 3,
  "total_energy_ha": -1156.79731,
  "s_squared": 2.007,
  "e_above_lowest_ev": 0.310,
  "e_lumo_ev": [0.56, -0.96],
  "charge": 0,
  "max_force_ev_per_a": 5.981,
  "symbols": ["C", "C", "C", "C", "N", "O", "O", "S", "S", "H", "H", "H", "H", "H"],
  "xyz": [[-0.508, 2.487, 0.020], [-1.122, -0.177, -0.960], [1.299, -1.638, 1.669], [0.691, -0.834, 0.606], [-0.135, -0.939, -0.396], [0.667, 2.224, -0.253], [0.616, -0.363, 1.868], [-1.781, 1.282, -0.171], [-1.268, -0.343, -2.687], [-1.022, 3.379, 0.240], [0.795, -2.568, 2.077], [2.328, -1.639, 1.912], [-0.045, -1.649, -1.076], [-0.515, 0.777, -2.849]]
}

{
  "formula": "C4H5NO3",
  "method": "ωB97M-V with the def2-TZVPD basis set",
  "homo_lumo_gap_ev": 9.3,
  "e_homo_ev": -8.869,
  "total_energy_ha": -435.83455,
  "e_above_lowest_ev": 2.339,
  "e_lumo_ev": 0.41,
  "charge": 0,
  "smiles": "N/C(=C\\C=O)OC=O",
  "max_force_ev_per_a": 5.501,
  "symbols": ["C", "C", "C", "C", "H", "H", "H", "H", "H", "N", "O", "O", "O"],
  "xyz": [[0.087, 0.426, -0.073], [2.156, -0.953, -0.034], [-0.782, -0.642, -0.201], [-2.203, -0.462, -0.088], [-0.848, 2.361, 0.225], [0.892, 2.388, 0.488], [3.248, -0.799, -0.435], [-0.222, -1.621, -0.358], [-2.486, 0.654, 0.010], [-0.027, 1.708, 0.308], [1.467, 0.248, -0.316], [1.737, -1.970, 0.385], [-3.020, -1.338, 0.089]]
}

{
  "formula": "C4H5NO3",
  "method": "ωB97M-V with the def2-TZVPD basis set",
  "homo_lumo_gap_ev": 10.2,
  "e_homo_ev": -9.458,
  "total_energy_ha": -435.74687,
  "e_above_lowest_ev": 4.725,
  "e_lumo_ev": 0.77,
  "charge": 0,
  "smiles": "C1OC2=NOC[C@H]2O1",
  "max_force_ev_per_a": 5.109,
  "symbols": ["C", "C", "C", "C", "H", "H", "H", "H", "H", "N", "O", "O", "O"],
  "xyz": [[2.014, -0.050, 0.035], [-0.080, -0.762, 0.347], [-1.427, -1.030, -0.200], [-0.024, 0.699, 0.065], [2.378, 0.045, 1.084], [2.768, 0.031, -0.659], [0.118, -0.805, 1.521], [-1.276, -0.941, -1.256], [-1.947, -1.880, 0.306], [-1.173, 1.340, -0.158], [1.192, -1.244, -0.252], [-2.051, 0.169, 0.136], [1.268, 1.204, -0.055]]
}

{
  "formula": "C4H5NO3",
  "method": "ωB97M-V with the def2-TZVPD basis set",
  "homo_lumo_gap_ev": 10.3,
  "e_homo_ev": -9.636,
  "total_energy_ha": -435.66656,
  "e_above_lowest_ev": 6.910,
  "e_lumo_ev": 0.62,
  "charge": 0,
  "smiles": "O[C@H]1[C@H]2OC=NO[C@H]12",
  "max_force_ev_per_a": 4.234,
  "symbols": ["C", "C", "C", "C", "H", "H", "H", "H", "H", "N", "O", "O", "O"],
  "xyz": [[0.124, 0.960, 1.365], [-0.079, -0.392, 0.737], [-0.529, -1.327, -1.152], [0.619, 0.625, 0.024], [-1.371, 1.901, 1.901], [0.520, 0.908, 2.479], [0.705, -1.056, 1.008], [-1.054, -2.061, -1.663], [-0.013, 1.405, -0.501], [0.599, -1.017, -1.631], [-0.841, 1.971, 1.149], [-1.114, -1.020, 0.014], [1.483, -0.098, -0.869]]
}

{
  "formula": "C4H5NO3",
  "method": "ωB97M-V with the def2-TZVPD basis set",
  "homo_lumo_gap_ev": 9.7,
  "e_homo_ev": -9.764,
  "total_energy_ha": -435.70729,
  "e_above_lowest_ev": 5.802,
  "e_lumo_ev": -0.09,
  "charge": 0,
  "max_force_ev_per_a": 8.435,
  "symbols": ["C", "C", "C", "C", "H", "H", "H", "H", "H", "N", "O", "O", "O"],
  "xyz": [[-1.189, -0.533, -0.038], [-0.499, 0.688, -0.558], [0.552, 1.189, 0.352], [1.824, -0.814, -0.310], [-3.061, -0.970, 0.909], [-1.154, 1.088, -1.242], [0.058, 1.173, 1.615], [0.767, 2.331, 0.143], [1.843, -1.790, -0.878], [0.981, 0.261, -0.509], [-2.522, -0.319, 0.144], [-0.483, -1.704, -0.022], [2.880, -0.601, 0.393]]
}

{
  "formula": "C4H5NO3",
  "method": "ωB97M-V with the def2-TZVPD basis set",
  "homo_lumo_gap_ev": 7.5,
  "e_homo_ev": -6.784,
  "total_energy_ha": -435.83395,
  "e_above_lowest_ev": 2.355,
  "e_lumo_ev": 0.75,
  "charge": 0,
  "smiles": "Oc1c[nH]c(O)c1O",
  "max_force_ev_per_a": 6.363,
  "symbols": ["C", "C", "C", "C", "N", "O", "O", "O", "H", "H", "H", "H", "H"],
  "xyz": [[0.590, -1.309, -0.028], [1.045, 0.002, -0.022], [-0.018, 0.887, -0.018], [-1.300, -0.097, 0.011], [-0.779, -1.324, -0.018], [2.359, 0.410, -0.031], [-0.112, 2.249, 0.014], [-2.618, 0.201, -0.033], [1.158, -2.216, -0.031], [-1.337, -2.162, -0.001], [2.924, -0.368, -0.040], [0.790, 2.586, 0.034], [-2.701, 1.141, 0.163]]
}

{
  "formula": "C4H5NO3",
  "method": "ωB97M-V with the def2-TZVPD basis set",
  "homo_lumo_gap_ev": 8.0,
  "e_homo_ev": -7.430,
  "total_energy_ha": -435.80025,
  "e_above_lowest_ev": 3.272,
  "e_lumo_ev": 0.55,
  "charge": 0,
  "smiles": "Nc1coc(O)c1O",
  "max_force_ev_per_a": 9.281,
  "symbols": ["C", "C", "C", "C", "H", "H", "H", "H", "H", "N", "O", "O", "O"],
  "xyz": [[0.013, 0.864, -0.024], [-1.238, 1.062, 0.301], [-0.993, -1.136, 0.338], [0.123, -0.559, -0.095], [1.841, 1.161, -0.890], [1.206, 2.520, -0.400], [-1.810, 1.872, 0.488], [-0.478, -2.849, 0.330], [2.055, -0.689, -0.184], [1.206, 1.479, -0.254], [-1.883, -0.222, 0.424], [-1.299, -2.287, 0.557], [1.255, -1.215, -0.591]]
}